Version i
Below is a single C3H7NOS2 molecule, with properties calculated with ωB97M-V with the def2-TZVPD basis set.

The geometry in ORCA input format:
```
! RIJCOSX wB97M-V def2-TZVPD def2/J DEFGRID3
* xyz 0 1
S -3.03 -0.63 -0.07
C -1.16 -0.50 -0.28
C -0.63 0.49 0.69
O 0.70 0.24 0.68
C 1.52 0.78 -0.29
N 2.68 0.51 -0.45
S 3.56 -0.90 0.01
H -3.66 0.38 -1.10
H -1.14 -1.47 0.12
H -0.81 -0.58 -1.39
H -0.95 0.29 1.70
H -1.09 1.53 0.44
H 1.18 1.65 -1.02
H 2.83 -1.80 0.97
*
```

Output
SMILES string: SCCO/C=N\S

---

Version ii
Below is 4 unconnected molecules or ions with the total composition C3H7NOS2, with properties calculated with ωB97M-V with the def2-TZVPD basis set.

The geometry in ORCA input format:
```
! RIJCOSX wB97M-V def2-TZVPD def2/J DEFGRID3
* xyz 0 1
C -1.07 -0.86 -1.05
C 1.65 -0.09 -0.43
C -0.62 1.53 0.85
H -2.10 -0.62 -2.35
H -0.76 0.45 -0.30
H -1.23 -2.29 -0.47
H 2.61 0.31 -1.14
H 1.94 -0.65 0.51
H -1.25 2.23 0.63
H -0.17 -1.16 2.21
N -0.87 0.79 1.82
O 0.16 -0.20 1.68
S 0.69 -0.94 -1.81
S 1.01 1.49 -0.16
*
```

---

Version iii
Below is a single C3H7NOS2 molecule, with properties calculated with ωB97M-V with the def2-TZVPD basis set.

The geometry in ORCA input format:
```
! RIJCOSX wB97M-V def2-TZVPD def2/J DEFGRID3
* xyz 0 1
C -1.44 -0.87 0.29
C -0.50 0.27 -0.12
C 0.96 -0.21 -0.28
O 1.21 -1.41 -0.53
N 1.86 0.76 -0.49
S 1.70 2.28 0.47
S 3.51 0.16 -0.51
H -1.62 -0.73 1.34
H -0.78 -1.71 0.25
H -2.32 -0.98 -0.33
H -0.51 1.19 0.50
H -0.85 0.55 -1.10
H 2.95 2.70 0.05
H 3.01 -1.07 -0.44
*
```

Output
SMILES string: CCC(=O)N(S)S

---

Which one is most stable, and which one is least stable? version iii is the most stable of them, while version ii is the least stable.

---

Version i
Below is a single C2H5N3O molecule, with properties calculated with ωB97M-V with the def2-TZVPD basis set.

The geometry in ORCA input format:
```
! RIJCOSX wB97M-V def2-TZVPD def2/J DEFGRID3
* xyz 0 1
H 1.69 1.61 0.12
N 0.78 1.35 -0.21
C 0.48 0.17 -0.13
N 1.44 -0.88 -0.11
N -0.72 -0.32 -0.16
C -1.93 0.38 0.07
O -2.99 -0.17 -0.19
H 2.34 -0.52 -0.28
H 1.29 -1.58 0.70
H -0.88 -1.24 -0.41
H -1.50 1.20 0.58
*
```

Output
SMILES string: [H]/N=C(\N)NC=O

---

Version ii
Below is a single C2H5N3O molecule, with properties calculated with ωB97M-V with the def2-TZVPD basis set.

The geometry in ORCA input format:
```
! RIJCOSX wB97M-V def2-TZVPD def2/J DEFGRID3
* xyz 0 1
N -1.28 1.61 -0.07
N -1.03 0.89 -1.20
C -0.33 -0.22 -1.25
N 0.03 -0.90 0.01
C 1.08 -0.39 0.79
O 1.76 -1.08 1.55
H -2.08 2.12 -0.23
H -1.41 0.94 0.67
H -0.04 -0.69 -2.18
H -0.09 -1.96 0.16
H 1.06 0.71 0.75
*
```

Output
SMILES string: N/N=C\NC=O

---

Which one is most stable, and which one is least stable? version i is the most stable of them, while version ii is the least stable.

---

Version i
Below is a single C2H5N3O molecule, with properties calculated with ωB97M-V with the def2-TZVPD basis set.

The geometry in ORCA input format:
```
! RIJCOSX wB97M-V def2-TZVPD def2/J DEFGRID3
* xyz 0 1
H -0.12 -2.58 -2.05
N -0.36 -2.35 -1.09
C -0.06 -1.14 -0.84
N -0.30 -0.63 0.41
C -0.05 0.57 0.79
N 0.47 1.65 0.16
O -0.35 0.82 2.08
H 0.38 -0.46 -1.60
H 0.46 2.54 0.63
H 0.61 1.64 -0.83
H -0.68 -0.06 2.34
*
```

Output
SMILES string: [H]/N=C/N=C(\N)O

---

Version ii
Below is 2 unconnected molecules or ions with the total composition C2H5N3O, with properties calculated with ωB97M-V with the def2-TZVPD basis set.

The geometry in ORCA input format:
```
! RIJCOSX wB97M-V def2-TZVPD def2/J DEFGRID3
* xyz 0 1
C -1.92 -0.18 -0.13
C 2.38 -0.59 -0.06
N 0.21 0.43 0.23
N 0.92 -0.47 -0.04
N -2.37 1.05 0.06
O -2.25 -1.30 -0.20
H 2.82 -0.72 -1.05
H 2.54 -1.50 0.45
H 2.76 0.31 0.34
H -1.65 1.65 0.22
H -3.44 1.32 0.17
*
```

---

Version iii
Below is a single C2H5N3O molecule, with properties calculated with ωB97M-V with the def2-TZVPD basis set.

The geometry in ORCA input format:
```
! RIJCOSX wB97M-V def2-TZVPD def2/J DEFGRID3
* xyz 0 1
H 2.62 -0.23 0.39
N 1.79 -0.72 0.45
C 0.76 -0.13 -0.14
N 0.51 1.23 -0.39
C -0.26 -1.09 -0.31
N -1.55 -0.87 -0.12
O -1.74 0.37 0.53
H 1.07 1.75 0.52
H -0.49 1.50 -0.44
H -0.07 -2.12 -0.46
H -2.64 0.32 -0.04
*
```

Output
SMILES string: [H]/N=C(N)/C=N\O

---

Which one is most stable, and which one is least stable? version i is the most stable of them, while version iii is the least stable.

---

Version i
Below is a single C2H5N3O molecule, with properties calculated with ωB97M-V with the def2-TZVPD basis set.

The geometry in ORCA input format:
```
! RIJCOSX wB97M-V def2-TZVPD def2/J DEFGRID3
* xyz 0 1
H -0.17 0.64 2.18
N 0.63 0.87 1.60
C 0.60 0.27 0.49
N 1.50 0.49 -0.53
N -0.37 -0.73 0.15
C -1.35 -0.56 -0.81
O -1.58 -0.70 0.81
H 1.69 -0.29 -1.14
H 2.33 0.98 -0.23
H -1.80 0.41 -0.99
H -1.49 -1.36 -1.54
*
```

Output
SMILES string: [H]/N=C(/N)N1CO1

---

Version ii
Below is a single C2H5N3O molecule, with properties calculated with ωB97M-V with the def2-TZVPD basis set.

The geometry in ORCA input format:
```
! RIJCOSX wB97M-V def2-TZVPD def2/J DEFGRID3
* xyz 0 1
C 2.48 -0.51 0.01
N 1.25 -0.34 0.08
N 0.63 0.77 -0.15
C -0.77 1.00 0.01
N -1.77 0.25 0.27
O -1.80 -1.06 -0.21
H 3.28 0.17 -0.01
H 2.59 -1.69 0.36
H 1.05 1.61 -0.36
H -0.94 2.13 0.03
H -2.57 -1.49 0.09
*
```

Output
SMILES string: C=NN/C=N\O

---

Which one is most stable, and which one is least stable? version i is the most stable of them, while version ii is the least stable.